This record from OMol25 describes 11 unconnected molecules or ions with the total composition C26H62O24 in a non-equilibrium geometry. The level of theory is ωB97M-V with the def2-TZVPD basis set.

Computed properties:
Molar mass   758.8 g/mol
HOMO-LUMO gap   6.80 eV
Net charge   -2
E_tot   -77103.29080 eV
Largest force on an atom   5.5 eV Å⁻¹

Each line ends with the Löwdin charge.
Element x y z (Å)
C: 1.290 16.829 16.947  -0.02
C: 0.046 17.266 17.343  -0.37
C: -1.190 16.631 16.814  -0.31
O: -2.426 16.863 17.212  -0.04
C: -1.087 15.647 15.851  0.00
C: 0.208 15.220 15.368  -0.25
C: 1.474 15.800 15.998  -0.35
O: 2.555 15.312 15.753  0.01
O: 0.330 14.377 14.413  -0.09
O: -0.074 18.199 18.232  -0.03
H: 2.132 17.339 17.392  0.11
H: -1.966 15.084 15.575  0.11
C: 2.976 13.202 12.764  -0.20
C: 4.032 13.043 13.811  -0.22
O: 3.389 12.973 15.068  -0.10
O: 2.424 14.536 12.701  -0.08
H: 2.101 12.554 12.812  0.12
H: 3.484 12.890 11.851  0.11
H: 4.780 13.835 13.839  0.10
H: 4.528 12.077 13.715  0.12
H: 3.053 13.830 15.343  0.01
H: 1.666 14.551 13.290  0.04
C: -5.307 15.030 16.317  -0.27
C: -6.824 14.867 16.490  -0.23
O: -7.031 13.738 17.321  -0.07
O: -4.688 14.915 17.527  -0.07
H: -5.181 16.043 15.937  0.13
H: -4.907 14.312 15.601  0.12
H: -7.399 14.793 15.567  0.12
H: -7.077 15.820 16.954  0.10
H: -6.310 13.807 17.951  0.07
H: -3.839 15.362 17.496  0.07
C: 2.065 19.580 15.562  -0.19
C: 0.804 19.978 14.707  -0.22
O: 0.164 21.164 15.077  -0.06
O: 3.085 20.556 15.299  -0.11
H: 2.464 18.618 15.240  0.08
H: 1.959 19.682 16.641  0.11
H: 0.003 19.241 14.774  0.10
H: 1.130 19.986 13.667  0.11
H: -0.144 21.713 14.352  0.08
H: 3.951 20.512 15.710  0.07
C: 4.040 16.993 20.584  -0.24
C: 2.960 18.112 20.530  -0.20
O: 1.633 17.615 20.479  -0.09
O: 4.447 16.431 21.826  -0.08
H: 4.911 17.485 20.151  0.11
H: 3.748 16.160 19.944  0.10
H: 3.137 18.841 19.739  0.12
H: 3.060 18.562 21.517  0.11
H: 1.245 17.690 19.604  0.03
H: 3.762 15.847 22.160  0.06
C: 6.119 15.229 15.804  -0.27
C: 5.737 14.969 17.230  -0.23
O: 4.856 15.952 17.743  -0.08
O: 7.145 16.184 15.721  -0.06
H: 5.226 15.635 15.331  0.10
H: 6.417 14.291 15.335  0.11
H: 6.614 14.788 17.852  0.12
H: 5.123 14.073 17.318  0.12
H: 4.021 15.962 17.270  0.05
H: 7.379 16.283 14.796  0.08
C: 5.170 18.614 12.850  -0.25
C: 3.943 17.594 12.999  -0.18
O: 4.054 16.501 12.053  -0.08
O: 5.014 19.555 11.839  -0.07
H: 6.122 18.096 12.742  0.10
H: 5.248 19.231 13.745  0.09
H: 3.027 18.120 12.733  0.11
H: 3.802 17.402 14.063  0.09
H: 3.544 15.752 12.371  0.01
H: 5.810 20.091 11.810  0.08
C: 1.354 14.032 20.579  -0.19
C: 0.193 14.570 19.691  -0.25
O: -1.013 14.351 20.322  -0.04
O: 1.474 15.077 21.539  -0.09
H: 2.233 14.018 19.934  0.11
H: 1.179 13.057 21.033  0.12
H: 0.160 13.965 18.785  0.11
H: 0.221 15.616 19.386  0.11
H: -0.942 13.473 20.704  0.08
H: 1.406 15.887 21.028  0.02
C: -1.538 16.912 12.641  -0.24
C: -2.783 17.523 13.324  -0.21
O: -3.964 17.281 12.519  -0.10
O: -1.660 15.497 12.563  -0.07
H: -0.651 17.216 13.196  0.10
H: -1.448 17.301 11.626  0.11
H: -2.719 18.591 13.532  0.12
H: -2.917 16.957 14.246  0.09
H: -4.015 16.332 12.384  0.06
H: -1.323 15.105 13.372  0.04
C: -6.366 18.303 20.706  -0.25
C: -5.979 16.922 20.136  -0.22
O: -4.971 17.077 19.106  -0.06
O: -5.243 18.887 21.369  -0.06
H: -7.145 18.132 21.448  0.10
H: -6.847 18.901 19.932  0.11
H: -6.879 16.430 19.768  0.11
H: -5.506 16.364 20.943  0.11
H: -5.086 16.371 18.465  0.01
H: -5.427 18.745 22.300  0.07
C: 1.032 11.552 16.605  -0.22
C: 0.309 11.194 15.214  -0.21
O: -0.767 12.093 14.922  -0.10
O: 2.224 10.809 16.714  -0.09
H: 0.392 11.384 17.470  0.11
H: 1.263 12.617 16.561  0.09
H: -0.289 10.288 15.309  0.10
H: 0.977 11.091 14.359  0.10
H: -0.347 12.939 14.752  -0.01
H: 2.822 11.288 16.135  0.04